(A)
57
Properties=species:S:1:pos:R:3:nbo_charge:R:1 method="wB97M-V/def2-TZVPD" e_lumo_ev=2.54 total_charge=-1 spin_multiplicity=1
C -2.225 0.005 -1.450 -0.2488
C -2.190 1.372 -0.725 -0.4335
C -1.896 1.287 0.795 -0.0552
O -0.992 2.262 1.176 -0.8089
N -0.870 -0.489 -1.718 -0.7107
C -0.872 -2.002 -1.744 -0.0755
N -0.734 -2.693 -0.501 -0.8430
H -2.981 -0.565 -0.868 0.1813
H -2.679 0.297 -2.405 0.2059
H -1.386 1.965 -1.152 0.2137
H -3.160 1.848 -0.880 0.1949
H -2.832 1.460 1.353 0.1575
H -1.422 0.297 0.994 0.1523
H -0.147 -0.056 -1.157 0.3785
H -1.795 -2.256 -2.240 0.1722
H -0.216 -2.269 -2.576 0.1990
H -1.520 -2.341 0.045 0.3701
H 0.139 -2.342 -0.099 0.3702
H 0.484 -2.324 3.581 0.4682
H 0.742 -1.417 2.418 0.5162
O 0.046 -1.527 3.253 -1.0805
H 1.744 0.872 4.174 0.4845
H 1.160 -0.484 4.650 0.4789
O 1.846 0.168 4.824 -0.9785
H 2.403 -0.855 1.625 0.4528
H 1.482 0.441 1.193 0.5107
O 1.499 -1.021 1.313 -1.1482
H 1.483 1.912 1.954 0.4909
H -0.028 1.944 1.036 0.4958
O 1.416 1.510 1.080 -1.0301
H -1.557 -0.723 3.868 0.4821
H -1.211 -0.826 5.271 0.4620
O -1.963 -0.534 4.742 -0.9579
H 3.705 -0.446 -1.952 0.5107
H 4.246 0.244 -3.232 0.4718
O 3.982 0.419 -2.320 -0.9796
H 1.330 -1.303 -4.055 0.4728
H -0.164 -1.375 -4.494 0.4830
O 0.692 -1.793 -4.604 -0.9525
H 0.620 1.118 -3.370 0.4950
H 0.632 2.612 -3.821 0.4923
O 0.433 1.715 -4.096 -0.9838
H -3.233 -0.892 2.368 0.4743
H -1.773 -1.543 2.427 0.4885
O -2.700 -1.673 2.169 -0.9679
H 2.584 -2.642 -0.857 0.4828
H 2.371 -1.249 -0.188 0.5112
O 2.673 -1.695 -1.022 -1.0152
H -1.232 0.970 -4.864 0.4958
H -1.406 0.064 -3.680 0.4767
O -1.871 0.343 -4.477 -0.9901
H -0.440 1.363 4.117 0.4862
H -0.392 2.572 3.189 0.4964
O 0.082 2.160 3.927 -0.9884
H 2.523 1.525 -1.963 0.4914
H 1.682 1.951 -0.791 0.4940
O 1.840 2.192 -1.721 -1.0120

(B)
57
Properties=species:S:1:pos:R:3:nbo_charge:R:1 method="wB97M-V/def2-TZVPD" e_lumo_ev=2.41 total_charge=-1 spin_multiplicity=1
C 1.489 0.407 2.039 -0.2116
C 0.987 1.992 2.182 -0.4576
C -0.508 2.174 2.712 -0.2308
N -1.382 1.361 1.853 -0.8390
N 2.139 0.227 0.798 -0.6992
C 1.275 -0.036 -0.349 0.1235
O 0.747 -1.303 -0.531 -0.9648
H 2.164 0.104 2.869 0.2055
H 0.652 -0.290 2.239 0.1617
H 1.165 2.575 1.263 0.2257
H 1.708 2.488 2.789 0.2006
H -0.612 1.916 3.775 0.1877
H -0.978 3.133 2.605 0.1816
H -0.892 1.620 0.904 0.3560
H -1.291 0.396 1.972 0.3569
H 2.696 -0.601 0.883 0.3803
H 0.284 0.677 -0.171 0.1298
H 1.829 0.359 -1.303 0.1166
H -2.401 -4.000 1.609 0.4543
H -0.952 -3.521 1.275 0.4844
O -1.706 -4.145 1.131 -0.9813
H 0.390 -2.279 0.503 0.5063
H 0.751 -3.757 0.919 0.4425
O 0.520 -3.051 1.254 -0.9695
H -3.708 -2.442 -1.964 0.4835
H -2.892 -1.107 -2.422 0.5077
O -3.766 -1.630 -2.459 -0.9752
H 0.787 -0.071 -4.414 0.4838
H 1.739 1.147 -4.105 0.5029
O 0.805 0.910 -4.250 -0.9900
H -0.692 3.039 -2.584 0.4877
H 0.240 1.744 -2.301 0.5155
O -0.233 2.529 -1.927 -1.0014
H 3.786 -0.041 -3.394 0.4579
H 2.669 -0.387 -2.329 0.5131
O 2.984 0.161 -3.175 -0.9706
H -4.276 -1.053 -0.681 0.4866
H -3.012 -1.191 0.301 0.4879
O -3.879 -0.739 0.163 -1.0147
H 1.364 -2.347 -1.690 0.5064
H 2.425 -3.446 -1.690 0.4503
O 2.076 -2.718 -2.249 -0.9920
H -3.145 2.336 2.336 0.4944
H -4.059 1.025 2.328 0.4836
O -4.009 1.930 2.643 -0.9887
H 3.707 -2.818 1.047 0.4492
H 2.241 -2.637 1.246 0.4893
O 3.127 -2.595 1.703 -0.9630
H -1.649 3.636 -0.583 0.4779
H -1.569 4.426 0.498 0.4523
O -2.121 4.459 -0.261 -0.9313
H 2.839 2.401 -0.017 0.4807
H 1.859 2.661 -1.169 0.4800
O 2.562 3.059 -0.655 -0.9633
H -0.759 -1.796 -0.578 0.4984
H -1.802 -2.768 0.017 0.4648
O -1.713 -2.123 -0.602 -1.0230

It is (A) that is most stable; the runner-up trails by 4.436 eV.

(A)
28
Properties=species:S:1:pos:R:3:nbo_charge:R:1 method="wB97M-V/def2-TZVPD" e_lumo_ev=4.80 total_charge=-2 spin_multiplicity=1
Li 16.680 18.642 2.083 0.8771
N 15.117 19.355 0.993 -1.2116
S 15.009 20.902 0.626 2.4870
O 14.198 21.227 -0.507 -0.9399
O 16.222 21.614 0.821 -0.9380
F 14.137 21.384 1.865 -0.5043
S 15.497 18.717 -0.514 2.4672
O 16.521 19.396 -1.233 -0.9245
O 14.360 18.189 -1.165 -0.8958
F 16.268 17.473 0.088 -0.4949
N 13.669 16.335 2.055 -1.1535
S 13.670 15.102 0.989 2.4846
O 12.958 13.938 1.397 -0.9427
O 14.876 14.983 0.249 -0.9317
F 12.628 15.772 -0.003 -0.5056
S 14.934 16.041 2.975 2.5050
O 16.128 16.770 2.637 -0.9989
O 15.095 14.689 3.399 -0.9351
F 14.453 16.817 4.258 -0.4915
N 17.462 19.873 3.378 -1.2103
S 18.688 18.871 3.931 2.4561
O 18.250 17.813 4.762 -0.8969
O 19.931 19.526 4.103 -0.9079
F 18.851 18.133 2.505 -0.5225
S 16.796 20.288 4.790 2.4832
O 17.721 20.597 5.831 -0.9396
O 15.603 19.581 5.092 -0.9125
F 16.273 21.721 4.356 -0.5023

(B)
28
Properties=species:S:1:pos:R:3:nbo_charge:R:1 method="wB97M-V/def2-TZVPD" e_lumo_ev=4.83 total_charge=-2 spin_multiplicity=1
Li -0.603 -0.268 -0.157 0.8725
N 0.471 -0.412 -1.833 -1.1850
S -0.030 -1.198 -3.119 2.4483
O 0.786 -0.978 -4.291 -0.9164
O -1.450 -1.369 -3.224 -0.9207
F 0.418 -2.648 -2.616 -0.5127
S -0.002 1.149 -2.290 2.4315
O -1.258 1.464 -1.679 -0.9224
O 0.347 1.604 -3.586 -0.8902
F 1.025 1.904 -1.364 -0.4818
N -2.403 -0.904 0.331 -1.1861
S -2.136 -2.056 1.612 2.4295
O -2.882 -3.243 1.344 -0.9102
O -1.931 -1.563 2.936 -0.8859
F -0.654 -2.404 1.145 -0.5005
S -3.247 0.174 1.129 2.4503
O -2.378 1.213 1.640 -0.9137
O -4.408 -0.283 1.842 -0.9244
F -3.883 0.929 -0.158 -0.5133
N 3.008 0.325 0.637 -1.0831
S 1.935 0.174 1.900 2.4339
O 0.536 0.243 1.528 -0.9582
O 2.376 0.656 3.166 -0.9023
F 2.069 -1.421 2.128 -0.5167
S 3.405 1.878 0.876 2.4315
O 4.503 2.108 1.794 -0.9382
O 2.355 2.858 0.874 -0.9274
F 4.033 2.069 -0.566 -0.5083

It is (A) that is most stable; the runner-up trails by 0.803 eV.

(A)
9
Properties=species:S:1:pos:R:3:nbo_charge:R:1 method="wB97M-V/def2-TZVPD" e_lumo_ev=0.74 total_charge=0 spin_multiplicity=1
C 0.793 0.442 0.030 0.2262
C -2.761 -0.529 -0.682 0.4853
O -0.188 -0.305 0.820 -0.7674
O 1.696 -0.365 -0.483 -0.6962
O -2.801 0.022 0.303 -0.4844
H 0.103 0.862 -0.668 0.1537
H 1.331 1.103 0.801 0.1302
H 0.212 -1.023 1.329 0.4715
H 1.616 -0.207 -1.451 0.4809

(B)
9
Properties=species:S:1:pos:R:3:nbo_charge:R:1 method="wB97M-V/def2-TZVPD" e_lumo_ev=0.62 total_charge=0 smiles="C=C(O)OO" spin_multiplicity=1
C -0.301 -1.052 0.000 -0.5489
C 0.481 0.017 0.205 0.5422
O 1.825 0.055 0.042 -0.6694
O -0.067 1.162 -0.396 -0.2731
O -1.434 1.383 -0.073 -0.4314
H -1.362 -1.008 0.154 0.2265
H 0.111 -2.049 0.029 0.1868
H 2.163 -0.843 -0.080 0.4941
H -1.416 2.335 0.120 0.4733

(C)
9
Properties=species:S:1:pos:R:3:nbo_charge:R:1 method="wB97M-V/def2-TZVPD" e_lumo_ev=0.45 total_charge=0 spin_multiplicity=1
C 0.883 0.127 -0.237 0.7349
C -1.372 0.027 -0.031 0.3255
O 0.212 0.878 0.543 -0.6721
O -0.789 -1.052 -0.379 -0.6942
O 1.910 -0.561 0.201 -0.6248
H 1.907 -0.544 1.174 0.5036
H 0.911 0.246 -1.320 0.1601
H -1.551 0.857 -0.733 0.1255
H -2.111 0.022 0.782 0.1416

It is (A) that is most stable; the runner-up trails by 1.077 eV.

(A)
23
Properties=species:S:1:pos:R:3:nbo_charge:R:1 method="wB97M-V/def2-TZVPD" e_lumo_ev="-4.47 / -4.35" total_charge=+1 spin_multiplicity=1
C -1.495 -0.515 2.035 0.0613
C -0.557 -0.987 1.469 -0.3033
C -2.599 0.477 2.027 -0.6951
C 1.645 1.577 0.213 -0.4096
C 2.471 -0.585 -0.646 -0.4101
C -1.908 -1.474 -1.583 -0.6450
C 0.097 0.021 -1.009 -0.5039
N 1.476 0.485 -0.842 -0.3383
S -0.319 -1.507 -1.590 0.7802
H -3.072 0.841 2.923 0.2507
H -3.465 0.039 1.586 0.2412
H -2.309 1.372 1.481 0.2286
H 0.892 2.404 -0.017 0.2381
H 1.539 1.294 1.241 0.2568
H 2.632 2.024 -0.027 0.2265
H 3.412 -0.249 -0.421 0.2354
H 2.152 -1.199 0.155 0.2237
H 2.624 -1.103 -1.472 0.2205
H -2.578 -0.598 -1.726 0.2590
H 0.202 -1.614 1.204 0.2032
H -2.203 -2.462 -1.838 0.2445
H -0.421 0.885 -1.483 0.2243
H 1.787 0.873 -1.680 0.4112

(B)
23
Properties=species:S:1:pos:R:3:nbo_charge:R:1 method="wB97M-V/def2-TZVPD" e_lumo_ev="-4.06 / -4.06" total_charge=+1 spin_multiplicity=1
C -3.481 1.596 0.019 -0.1464
C -2.587 0.891 0.392 -0.1691
C 2.048 0.364 1.447 -0.6451
C 0.489 -0.375 -1.730 -0.6243
C 0.709 -0.402 1.261 -0.2284
C 0.241 0.805 -0.836 -0.2036
C -1.612 -0.082 0.654 -0.3070
N -0.269 0.497 0.574 -0.3449
S -2.007 -1.767 0.170 0.3618
H -4.143 2.406 0.060 0.2518
H 1.847 1.382 1.622 0.2152
H 2.649 -0.015 2.416 0.2615
H 2.789 0.164 0.526 0.2322
H -0.351 -0.923 -1.895 0.2133
H 0.836 0.156 -2.702 0.2688
H 1.180 -0.931 -1.241 0.2117
H 0.441 -0.680 2.293 0.2490
H 0.759 -1.240 0.701 0.2029
H -0.621 1.397 -1.108 0.2271
H 1.046 1.475 -0.592 0.2255
H -2.213 -2.289 -1.300 0.0881
H -0.456 1.327 1.025 0.4384
H -3.339 -1.419 0.298 0.2214

(C)
23
Properties=species:S:1:pos:R:3:nbo_charge:R:1 method="wB97M-V/def2-TZVPD" e_lumo_ev=-4.90 total_charge=+1 smiles="C=[N+](C)[C@H](S)C1(C)CC1" spin_multiplicity=1
C -1.797 -1.153 -0.997 0.1115
N -1.342 -0.968 0.172 -0.2894
C -1.135 -2.012 1.126 -0.4440
C -0.740 0.301 0.566 -0.0550
S -2.169 1.766 0.116 -0.0817
C 0.560 0.625 -0.036 -0.1530
C 0.559 0.785 -1.589 -0.6144
C 1.833 0.165 0.642 -0.4021
C 1.504 1.659 0.587 -0.3677
H -1.907 -0.238 -1.660 0.2673
H -2.319 -2.119 -1.216 0.2436
H -1.219 -3.033 0.563 0.2419
H -1.998 -2.054 1.882 0.2633
H -0.151 -1.965 1.602 0.2514
H -0.670 0.443 1.687 0.2677
H -1.227 2.313 -0.816 0.1594
H 0.199 -0.142 -2.130 0.1993
H 1.467 0.945 -2.113 0.2519
H -0.042 1.582 -1.970 0.2119
H 2.725 -0.183 0.090 0.2457
H 1.681 -0.534 1.473 0.2210
H 1.200 2.015 1.537 0.2311
H 1.927 2.241 -0.159 0.2402

(D)
23
Properties=species:S:1:pos:R:3:nbo_charge:R:1 method="wB97M-V/def2-TZVPD" e_lumo_ev=-3.12 total_charge=+1 smiles="C[C@@H](S)[C@H]1C=CC[N@@H+]1C" spin_multiplicity=1
C -2.018 0.660 1.472 -0.6296
C -1.795 -0.428 0.441 -0.3109
S -3.145 -0.452 -0.799 -0.0090
C -0.416 -0.221 -0.483 -0.0840
C -0.235 1.181 -1.001 -0.2076
C 1.052 1.537 -0.903 -0.2125
C 1.896 0.443 -0.400 -0.2472
N 0.888 -0.579 0.194 -0.3605
C 1.261 -1.915 -0.222 -0.4079
H -1.886 1.651 1.062 0.2249
H -1.307 0.665 2.280 0.2063
H -2.889 0.422 1.949 0.2450
H -1.734 -1.333 0.984 0.2346
H -3.273 0.875 -1.257 0.1519
H -0.449 -0.824 -1.337 0.2276
H -1.079 1.730 -1.571 0.2730
H 1.519 2.589 -1.140 0.2737
H 2.400 0.009 -1.241 0.2322
H 2.679 0.657 0.337 0.2411
H 0.892 -0.385 1.282 0.4591
H 2.143 -2.327 0.243 0.2468
H 0.404 -2.564 -0.070 0.2321
H 1.334 -1.787 -1.285 0.2208

It is (D) that is most stable; the runner-up trails by 1.245 eV.

(A)
18
Properties=species:S:1:pos:R:3:nbo_charge:R:1 method="wB97M-V/def2-TZVPD" e_lumo_ev=-4.77 total_charge=+1 spin_multiplicity=1
C -0.161 -2.667 -0.855 -0.2824
C 0.796 -2.037 -0.068 0.0601
C -0.900 -1.729 -1.459 -0.0193
C -0.985 0.611 -1.395 0.4340
N 0.588 -0.726 -0.117 -0.2572
N -0.329 -0.537 -1.089 -0.2110
N 1.062 1.819 1.717 -1.0312
N -0.638 1.773 -0.895 -0.6666
S -0.053 1.069 2.776 0.1871
H -0.493 -3.723 -0.960 0.2662
H 1.517 -2.437 0.556 0.2386
H -1.663 -1.780 -2.199 0.2408
H -1.690 0.398 -2.176 0.2389
H 1.173 2.808 2.070 0.3868
H -1.023 2.685 -1.158 0.4549
H 0.172 1.714 -0.269 0.4746
H 2.027 1.369 1.699 0.3925
H 0.599 1.388 3.823 0.0931

(B)
18
Properties=species:S:1:pos:R:3:nbo_charge:R:1 method="wB97M-V/def2-TZVPD" e_lumo_ev=-3.91 total_charge=+1 smiles=N[C@@H](NS)[n+]1ccc[nH]1 spin_multiplicity=1
N -0.852 1.536 -0.259 -0.8606
C -0.804 0.324 0.429 0.2674
N -1.761 -0.999 -0.124 -0.8097
S -3.432 -0.418 -0.081 0.1661
N 0.481 -0.186 0.139 -0.1795
C 1.059 -1.483 0.252 0.0636
C 2.356 -1.360 -0.235 -0.3049
C 2.533 -0.002 -0.613 0.0701
N 1.470 0.675 -0.309 -0.2859
H -1.609 2.086 0.113 0.4253
H -0.822 1.397 -1.340 0.4045
H -1.177 0.272 1.426 0.2341
H -1.536 -1.336 -1.072 0.3814
H -3.651 -0.647 1.173 0.1093
H 0.473 -2.319 0.717 0.2948
H 3.071 -2.109 -0.453 0.2713
H 3.451 0.579 -1.044 0.2794
H 1.128 1.596 -0.547 0.4733

It is (A) that is most stable; the runner-up trails by 0.686 eV.